Below is the ion C19H16FN6O3P with charge -2, with properties calculated with the ωB97M-V functional and the def2-TZVPD basis.

## Properties
LUMO level, eV: 3.3616
Net charge: -2
Electronic energy, Ha: -1729.16573
Orbital gap, eV: 2.48

The geometry in XYZ format:
```
46
Properties=species:S:1:pos:R:3:forces:R:3
O 4.020 -3.563 5.820 -2.399 0.996 1.514
O 6.053 -2.938 4.677 3.232 2.915 -0.752
O 4.884 -4.971 4.037 -0.430 -2.629 -2.395
F -3.514 -3.420 -4.672 -0.250 -0.223 -0.074
N 1.544 1.373 2.667 -0.354 -0.200 -0.220
N 2.411 0.899 3.487 1.523 -0.361 0.861
N -0.108 -0.514 -0.052 -0.897 0.458 -0.646
N -3.133 4.097 -3.381 -0.131 0.034 -0.116
C 0.250 0.507 0.666 0.936 1.720 0.429
C 1.259 0.411 1.743 -0.317 0.011 -0.050
C -0.992 0.007 -0.982 -0.225 -1.797 -0.256
C -1.162 1.352 -0.826 0.671 -0.559 -0.076
C 2.018 -0.693 2.044 0.814 0.092 0.670
C -3.367 4.150 -2.055 1.747 -2.307 -0.603
C -2.297 3.159 -3.863 -0.003 0.103 2.010
C -1.707 -2.947 -3.230 0.490 -0.681 -0.450
C -3.665 -1.542 -3.193 -0.205 -0.177 -0.240
C -2.740 3.234 -1.172 -0.694 1.037 -0.750
C -1.614 2.250 -3.053 -0.792 1.023 -0.434
C -1.044 -2.102 -2.343 0.038 -0.062 0.116
C -3.023 -0.712 -2.271 0.584 -0.268 -0.301
C -2.966 -2.654 -3.716 -0.074 1.561 1.253
C -1.835 2.290 -1.689 -0.826 0.623 0.596
C -1.683 -0.948 -1.896 -0.274 0.730 0.325
N -0.330 1.712 0.200 0.765 -0.642 1.741
N 2.791 -0.365 3.140 -3.233 1.490 -2.584
C -0.099 3.048 0.791 0.398 -0.678 -0.156
C 3.756 -1.191 3.846 0.608 -0.555 -0.115
C 3.782 -2.624 3.325 0.196 1.058 -0.920
P 4.746 -3.581 4.513 0.304 -2.148 2.483
H 2.004 -1.630 1.532 0.353 -0.351 0.129
H -4.073 4.859 -1.692 -0.398 0.583 0.116
H -2.077 3.114 -4.899 -0.237 0.339 -1.015
H -1.202 -3.854 -3.575 -0.212 0.308 0.016
H -4.707 -1.313 -3.481 0.739 -0.323 0.014
H -3.018 3.303 -0.116 0.391 -0.294 -0.306
H -0.924 1.569 -3.504 0.281 -0.412 0.004
H -0.031 -2.364 -1.991 -0.700 0.302 -0.206
H -3.517 0.163 -1.837 -0.027 -0.431 -0.287
H -0.542 3.834 0.188 -0.306 -0.167 -0.139
H -0.471 3.074 1.819 0.098 0.055 -0.237
H 0.977 3.229 0.797 -0.111 -0.076 0.242
H 3.473 -1.195 4.888 -0.008 -0.051 0.400
H 4.766 -0.755 3.748 -0.500 -0.139 0.077
H 4.298 -2.681 2.355 -0.058 0.111 0.104
H 2.810 -3.078 3.202 -0.506 -0.020 0.224
```
Positions in Å, forces in eV/Å.

---

Below is a structure of composition C19H16FeN2O5, with properties calculated with the ωB97M-V functional and the def2-TZVPD basis.

## Properties
LUMO level (alpha / beta), eV: 4.5892 / 4.3328
<S²>: 6.12
Net charge: -2
Spin multiplicity: 5
Electronic energy, Ha: -2482.82499
Orbital gap (alpha / beta), eV: 4.22 / 6.30

The geometry in XYZ format:
```
43
Properties=species:S:1:pos:R:3:forces:R:3
O 4.589 0.725 0.085 -0.382 1.616 0.757
C 4.173 1.767 0.411 0.875 -2.111 -1.972
Fe 3.246 3.179 0.989 0.587 -0.012 0.188
C 4.666 4.125 1.511 0.940 0.122 0.716
O 5.695 4.359 1.998 -0.376 0.327 -0.339
C 3.003 2.074 2.344 -0.347 -1.450 2.319
O 2.801 1.149 3.030 0.000 0.974 -0.657
C 0.459 0.045 -0.270 1.717 1.649 1.668
C -0.631 0.995 0.259 -0.168 -0.170 -0.376
C -0.109 2.169 1.137 0.048 -0.092 0.391
C 1.164 2.955 0.821 -0.915 0.709 -0.636
C 1.607 3.100 -0.529 -1.957 -0.517 -1.343
C 1.570 2.033 -1.488 0.481 2.237 0.231
C 1.407 0.699 -1.233 -0.138 -1.213 -0.718
H 1.101 -0.064 0.628 -0.281 -0.338 0.165
H -1.215 1.371 -0.590 0.146 0.131 0.062
H -1.359 0.444 0.882 0.359 0.101 -0.282
H -0.922 2.917 1.107 0.080 -0.140 0.111
H -0.061 1.844 2.186 -0.034 -0.173 -0.116
H 1.159 3.897 1.425 -0.112 -0.337 -0.517
H 1.743 4.123 -0.932 0.337 -0.422 0.192
H 1.833 2.327 -2.512 0.535 -0.133 0.327
H 2.055 0.002 -1.796 -0.670 0.354 -0.059
C 1.091 -2.318 0.101 -0.047 -0.355 -0.391
C 0.120 -1.386 -0.682 -0.333 -0.852 -0.067
C 0.410 -1.656 -2.127 0.212 -0.513 -1.800
N 0.599 -1.967 -3.238 -0.281 0.576 2.139
C -1.359 -1.765 -0.492 0.223 0.338 0.042
C -1.813 -2.392 0.681 -0.171 -0.043 -0.402
C -3.132 -2.810 0.784 0.361 0.054 0.197
C -4.016 -2.585 -0.283 -1.326 -0.785 0.055
N -5.322 -3.142 -0.239 2.125 0.971 -0.087
O -6.078 -2.982 -1.224 -0.885 0.252 -1.173
O -5.675 -3.783 0.778 -0.354 -0.733 1.246
C -3.601 -1.873 -1.420 0.425 0.316 -0.158
C -2.285 -1.434 -1.503 -0.370 -0.383 0.204
H 0.983 -2.200 1.186 -0.059 0.077 -0.324
H 0.889 -3.361 -0.172 0.091 0.122 0.129
H 2.132 -2.080 -0.173 -0.373 0.015 0.132
H -1.135 -2.574 1.518 -0.143 -0.013 -0.319
H -3.486 -3.353 1.654 -0.022 0.153 -0.145
H -4.309 -1.715 -2.228 0.110 0.036 0.249
H -1.988 -0.858 -2.388 0.091 -0.346 0.363
```
Positions in Å, forces in eV/Å.

---

Below is a structure of composition C19H16IN4OPd, with properties calculated with the ωB97M-V functional and the def2-TZVPD basis.

## Properties
LUMO level (alpha / beta), eV: -13.7294 / -13.2404
Net charge: +3
ΔE to the lowest compared entry with this formula, charge and spin, kJ/mol: 16.0
Electronic energy, Ha: -1452.36166
Orbital gap (alpha / beta), eV: 2.74 / 3.23

The geometry in XYZ format:
```
42
Properties=species:S:1:pos:R:3:forces:R:3
Pd -0.096 -0.560 -0.561 -0.042 0.205 -0.285
C 2.721 2.642 -0.219 0.072 0.086 0.063
C 1.864 1.561 -0.700 -0.407 -0.230 0.236
N 0.796 1.063 0.066 0.824 -0.512 -1.531
N 0.550 1.542 1.188 -0.862 0.252 1.532
C -0.559 0.855 1.785 0.947 -0.366 -1.767
O -1.079 -0.140 1.208 0.217 0.037 0.222
C -0.998 1.428 2.973 -0.816 0.387 1.402
C -0.233 2.456 3.610 -0.019 0.298 0.448
C -0.674 2.986 4.795 0.432 0.087 -0.358
C -1.877 2.537 5.338 -0.027 0.291 0.392
C -2.639 1.521 4.730 -0.317 -0.387 -0.206
C -2.215 0.966 3.561 0.105 -0.015 -0.071
C 1.972 0.897 -1.944 -0.079 -0.097 -0.303
C 2.883 1.321 -2.920 -0.129 -0.074 0.106
C 2.839 0.762 -4.197 0.002 -0.008 -0.021
C 1.871 -0.176 -4.459 -0.116 -0.074 0.088
C 0.993 -0.606 -3.422 0.157 -0.066 -0.236
N 1.057 -0.125 -2.210 0.132 0.147 0.244
H 2.348 3.073 0.706 0.013 -0.014 -0.032
H 2.820 3.424 -0.977 0.008 -0.006 0.031
H 3.731 2.243 -0.044 -0.037 0.025 0.000
H 0.688 2.795 3.163 -0.015 0.023 0.043
H -0.108 3.755 5.302 0.013 0.016 -0.012
H -2.248 2.986 6.251 0.023 0.005 0.051
H -3.555 1.194 5.201 -0.040 -0.020 -0.021
H -2.784 0.190 3.070 0.016 -0.012 -0.010
H 3.602 2.098 -2.691 -0.017 -0.004 0.011
H 3.535 1.081 -4.962 -0.010 -0.004 0.003
H 1.763 -0.613 -5.444 -0.007 -0.002 0.023
H 0.247 -1.366 -3.617 0.025 -0.011 -0.014
I 0.255 -5.921 -3.020 0.031 -0.044 -0.034
C -0.833 -4.519 -1.961 -0.076 0.008 0.028
C -2.112 -4.787 -1.477 0.005 0.002 0.004
C -2.786 -3.808 -0.763 -0.012 -0.018 -0.015
C -2.182 -2.586 -0.551 -0.010 0.036 -0.098
N -0.953 -2.325 -1.027 -0.051 0.013 -0.020
C -0.289 -3.274 -1.710 0.046 0.032 0.087
H -2.573 -5.750 -1.652 -0.001 0.003 -0.001
H -3.778 -3.988 -0.375 0.002 -0.003 0.000
H -2.678 -1.792 -0.010 0.006 -0.006 0.010
H 0.717 -3.040 -2.031 0.012 0.016 0.013
```
Positions in Å, forces in eV/Å.

---

Below is the molecule C19H16N6O2, with properties calculated with the ωB97M-V functional and the def2-TZVPD basis.

## Properties
LUMO level, eV: -0.7514
Net charge: 0
ΔE to the lowest compared entry with this formula, charge and spin, kJ/mol: 501.5
Electronic energy, Ha: -1212.48755
Orbital gap, eV: 7.40

The geometry in XYZ format:
```
43
Properties=species:S:1:pos:R:3:forces:R:3
O -7.239 -1.471 -2.239 -0.429 -0.525 1.845
O -7.056 -0.740 -4.187 0.137 0.864 -1.820
N 1.837 -0.628 -0.631 -4.180 3.281 -1.893
N 3.701 0.797 2.252 0.226 -0.685 -0.780
N 4.972 0.895 0.211 0.224 0.529 2.689
C 0.891 0.284 -0.974 1.636 -1.124 2.462
C -0.324 -0.069 -1.672 -1.248 1.759 -0.282
C -1.386 0.783 -1.879 3.371 -0.875 2.406
C 4.786 1.050 1.539 -1.468 1.115 -1.754
C 2.704 0.234 1.545 0.752 0.117 -0.757
C 3.971 0.386 -0.451 2.316 -0.651 0.049
C -0.479 -0.688 4.231 2.154 -0.935 -3.065
C -0.011 -1.634 3.232 -0.150 -0.733 2.087
C 0.183 0.521 4.235 -0.244 1.373 -0.221
C -3.119 0.452 -3.539 -2.190 -1.375 -0.959
C -3.415 -0.372 -1.284 -0.019 0.362 1.633
C 1.009 -1.371 2.333 -1.289 0.461 -0.211
C 1.291 0.788 3.414 -1.583 -1.292 -0.728
C -4.396 -0.114 -3.815 -0.578 0.273 -2.269
C -4.689 -0.807 -1.549 -0.246 -0.940 -0.541
C 2.794 -0.007 0.169 0.419 0.214 0.961
C -2.687 0.303 -2.249 0.521 0.025 -0.483
C 1.553 -0.092 2.371 0.867 -0.350 0.825
C -5.223 -0.724 -2.855 3.627 2.187 0.839
N 5.739 1.798 2.088 0.495 0.304 1.291
N 4.408 0.157 -1.718 -1.479 -0.787 -1.381
N -6.583 -0.969 -3.110 -1.223 -1.315 -0.343
H 0.844 1.324 -0.465 0.648 -1.431 -0.970
H -0.380 -1.098 -1.871 -0.318 -1.291 -0.792
H -1.325 1.743 -1.352 0.098 0.096 -0.714
H -1.288 -0.939 4.859 -0.762 -0.083 0.600
H -0.301 -2.683 3.361 -0.405 0.428 -0.370
H -0.261 1.404 4.689 0.274 -0.335 0.884
H -2.525 0.866 -4.373 -0.361 -0.134 0.834
H -2.994 -0.435 -0.224 -0.644 -0.081 -1.698
H 1.319 -2.084 1.555 -0.176 0.279 0.563
H 1.903 1.657 3.459 -0.055 0.721 0.248
H -4.776 -0.080 -4.896 0.449 0.062 1.820
H -5.178 -1.346 -0.766 -0.709 0.012 0.206
H 5.926 1.558 3.034 0.465 0.229 0.679
H 6.474 1.843 1.438 1.563 0.322 -0.284
H 5.422 0.112 -1.773 -0.510 0.062 0.017
H 3.908 -0.602 -2.144 0.025 -0.132 -0.626
```
Positions in Å, forces in eV/Å.

---

Below is the molecule C19H17BrF3N3O3, with properties calculated with the ωB97M-V functional and the def2-TZVPD basis.

## Properties
LUMO level, eV: 0.2535
Net charge: 0
ΔE to the lowest compared entry with this formula, charge and spin, kJ/mol: 8.8
Electronic energy, Ha: -3997.82112
Orbital gap, eV: 9.71

The geometry in XYZ format:
```
46
Properties=species:S:1:pos:R:3:forces:R:3
O 1.528 3.084 0.599 0.001 0.001 0.000
C 0.753 2.443 -0.093 0.000 -0.006 -0.004
C 0.518 2.862 -1.518 0.007 0.003 -0.001
C 1.608 3.270 -2.273 -0.001 0.002 -0.001
C 1.429 3.724 -3.569 0.000 0.000 0.003
C 0.155 3.797 -4.108 -0.003 -0.001 0.000
Br -0.005 4.430 -5.881 0.000 0.001 -0.001
C -0.952 3.419 -3.351 0.003 0.001 0.000
C -2.359 3.502 -3.891 0.002 0.000 0.001
F -3.260 3.093 -2.982 -0.001 -0.001 0.003
F -2.695 4.754 -4.236 0.000 0.004 -0.001
F -2.525 2.726 -4.976 0.000 -0.002 -0.003
C -0.757 2.950 -2.059 -0.005 0.002 -0.001
N 0.034 1.387 0.383 -0.009 0.005 0.007
C -0.376 0.249 -0.439 0.006 -0.006 -0.009
C 0.673 -0.863 -0.358 -0.001 0.001 0.001
C 1.107 -1.235 1.059 0.002 -0.006 -0.003
C 1.355 0.010 1.905 0.002 -0.001 0.004
C 0.225 1.026 1.785 -0.002 0.001 0.000
C 2.272 -2.260 1.104 -0.002 0.002 0.012
C 1.345 -3.253 1.835 0.010 0.006 -0.016
N 0.270 -2.264 1.734 0.008 0.059 0.119
C -1.052 -2.373 1.960 0.049 -0.135 -0.204
O -1.873 -1.519 1.660 -0.001 0.006 0.001
C -1.465 -3.662 2.588 -0.177 0.139 0.161
C -1.086 -4.241 3.832 0.117 -0.061 -0.078
N -1.757 -5.322 4.092 -0.003 -0.004 0.003
O -2.613 -5.496 3.020 0.003 0.002 -0.001
C -2.437 -4.497 2.156 -0.002 -0.003 -0.003
H 2.596 3.241 -1.833 -0.001 0.000 0.001
H 2.276 4.032 -4.166 -0.001 0.000 -0.001
H -1.613 2.663 -1.465 0.001 0.003 0.000
H -1.336 -0.108 -0.072 0.001 0.000 0.001
H -0.489 0.557 -1.474 0.000 -0.003 0.004
H 0.314 -1.755 -0.878 0.000 -0.001 0.001
H 1.575 -0.525 -0.882 0.000 0.002 0.000
H 1.506 -0.283 2.947 0.000 0.000 0.000
H 2.280 0.481 1.558 -0.001 0.001 -0.001
H 0.460 1.928 2.343 0.002 0.000 0.000
H -0.713 0.605 2.148 0.001 0.000 -0.001
H 2.599 -2.595 0.122 -0.002 -0.001 -0.001
H 3.132 -1.927 1.681 0.002 0.000 -0.003
H 1.136 -4.182 1.304 -0.001 -0.004 0.007
H 1.638 -3.485 2.860 -0.003 -0.002 0.001
H -0.354 -3.894 4.546 -0.001 -0.002 0.002
H -3.065 -4.496 1.282 -0.001 0.000 0.000
```
Positions in Å, forces in eV/Å.

---

Below is the molecule C19H17Cl2N5O2, with properties calculated with the ωB97M-V functional and the def2-TZVPD basis.

## Properties
LUMO level, eV: 0.4207
Net charge: 0
ΔE to the lowest compared entry with this formula, charge and spin, kJ/mol: 0.0
Electronic energy, Ha: -2078.87468
Orbital gap, eV: 8.85

The geometry in XYZ format:
```
45
Properties=species:S:1:pos:R:3:forces:R:3
Cl 1.146 4.010 -6.008 0.008 -0.362 0.345
Cl -0.716 -0.802 -7.424 0.084 0.071 0.542
N 0.727 1.828 -1.141 0.247 1.092 -1.910
N -1.687 1.926 4.303 0.233 -0.160 -0.679
N 0.425 -0.394 -0.526 -0.400 -1.343 0.445
O -1.831 -4.090 1.964 0.642 -0.404 -0.277
O 1.557 -3.906 1.470 -0.215 0.836 0.286
C 0.642 0.543 -1.397 0.544 0.745 0.232
C -0.876 2.805 4.896 1.153 -0.108 -1.264
C 0.474 2.247 0.082 0.283 -0.312 0.184
C -1.350 1.443 3.074 0.753 0.929 1.109
C 0.195 0.004 0.683 -0.424 -1.676 2.254
C 0.339 3.237 4.291 -0.680 -0.450 -0.310
C 0.278 1.515 -6.496 -0.351 0.074 -0.102
C 0.698 2.751 3.040 -0.798 -0.277 0.806
C 0.940 1.939 -4.200 0.460 0.693 -0.082
C 0.036 -0.216 -4.816 0.114 -0.853 -0.852
C 0.767 2.376 -5.524 -0.341 -1.006 0.392
C -0.102 0.223 -6.149 0.396 0.244 1.095
C 0.198 1.340 1.075 -0.603 1.086 0.671
C -0.166 1.823 2.423 0.282 0.048 0.047
C 0.623 0.619 -3.834 -0.561 -0.324 -1.697
N 0.849 -0.009 -2.608 0.159 0.730 -1.481
N -0.019 -1.000 1.607 0.003 0.304 -0.336
C -0.569 -4.398 2.608 0.167 -0.086 -0.891
C -1.797 -2.756 1.496 -0.285 0.187 -0.905
C 0.446 -3.328 2.202 0.781 -0.580 -0.214
C -0.328 -2.404 1.281 -0.194 0.856 0.438
H 1.981 -3.156 0.998 -0.229 -0.721 0.424
H -1.144 3.183 5.873 -0.195 -0.092 0.018
H 0.532 3.330 0.263 -0.152 -0.512 -0.016
H -2.024 0.724 2.608 0.024 0.234 0.184
H 1.023 3.936 4.738 -0.138 0.196 0.513
H 0.119 1.861 -7.504 0.109 0.032 -0.118
H 1.644 3.070 2.597 -0.383 -0.240 -0.069
H 1.372 2.677 -3.527 -0.169 -0.526 0.201
H -0.221 -1.285 -4.573 0.223 1.303 -0.216
H 0.649 -0.998 -2.556 0.055 0.137 -0.332
H -0.075 -0.700 2.581 -0.138 -0.405 -0.542
H -0.214 -5.408 2.343 -0.338 0.427 -0.179
H -0.674 -4.369 3.669 -0.422 -0.005 0.911
H -2.367 -2.595 0.523 0.479 -0.630 1.279
H -2.221 -2.102 2.236 -0.379 0.498 0.494
H 0.828 -2.810 3.119 -0.228 -0.229 -0.770
H -0.109 -2.683 0.243 0.426 0.579 0.373
```
Positions in Å, forces in eV/Å.